Computed, not measured: C8H16NO4PS2 in the gas phase, with ωB97M-V with the def2-TZVPD basis set.

Atoms and positions in Å:
1 C 2.553 1.528 -1.587
2 C 1.056 1.688 -1.758
3 O 0.548 0.651 -2.604
4 P -0.636 -0.358 -2.254
5 C -1.275 -0.591 -3.956
6 S -1.932 0.277 -0.937
7 S 0.123 -2.324 -1.906
8 C -0.349 -2.448 -0.158
9 C 0.247 -1.270 0.596
10 O 1.093 -0.555 0.102
11 N -0.199 -1.131 1.860
12 C 0.131 0.061 2.620
13 C 0.036 -0.215 4.115
14 C -0.822 1.195 2.228
15 O -0.479 2.305 1.935
16 O -2.090 0.790 2.267
17 H 2.761 0.599 -1.067
18 H 3.042 1.513 -2.558
19 H 2.937 2.359 -1.003
20 H 0.548 1.666 -0.790
21 H 0.818 2.632 -2.260
22 H -0.463 -0.915 -4.602
23 H -1.677 0.356 -4.307
24 H -2.061 -1.341 -3.939
25 H 0.065 -3.387 0.210
26 H -1.436 -2.463 -0.076
27 H -1.038 -1.615 2.142
28 H 1.144 0.362 2.335
29 H 0.317 0.674 4.673
30 H 0.707 -1.027 4.386
31 H -0.982 -0.490 4.381
32 H -2.682 1.472 1.912

Summary:
- structure (SMILES) = CCO[P@](C)(=S)SCC(=O)N[C@H](C)C(=O)O
- E_HOMO (eV) = -8.862
- charge = 0
- largest force on an atom (eV Å⁻¹) = 0.9


Computed, not measured: C8H16O in the gas phase at a distorted geometry, with ωB97M-V with the def2-TZVPD basis set.

Atoms and positions in Å:
1 C -3.266 -0.653 2.170
2 C -2.531 -1.464 1.099
3 O -1.463 -0.751 0.467
4 C -0.784 -1.484 -0.483
5 C 0.144 -0.936 -1.355
6 C 0.537 0.519 -1.268
7 C 1.982 0.783 -0.970
8 C 2.319 2.230 -1.175
9 C 2.285 0.437 0.489
10 H -3.730 0.257 1.753
11 H -2.575 -0.456 2.955
12 H -4.109 -1.250 2.553
13 H -3.232 -1.778 0.341
14 H -2.141 -2.376 1.591
15 H -1.036 -2.527 -0.686
16 H 0.618 -1.587 -2.044
17 H -0.096 1.023 -0.511
18 H 0.272 0.980 -2.216
19 H 2.627 0.214 -1.614
20 H 3.275 2.440 -0.776
21 H 1.590 2.898 -0.665
22 H 2.325 2.474 -2.228
23 H 1.698 1.076 1.161
24 H 1.944 -0.550 0.693
25 H 3.348 0.482 0.718

Summary:
- structure (SMILES) = CCO/C=C\CC(C)C
- E_HOMO (eV) = -8.336
- charge = 0
- largest force on an atom (eV Å⁻¹) = 4.0


Computed, not measured: a molecular structure, C8H16O12V2 at a distorted geometry, with ωB97M-V with the def2-TZVPD basis set.

Atoms and positions in Å:
1 O 7.902 -7.606 34.669
2 V 6.471 -7.750 34.055
3 O 6.452 -9.133 33.176
4 O 7.001 -6.505 37.502
5 V 5.560 -6.547 38.205
6 O 5.630 -7.562 39.403
7 C 5.099 -3.985 38.855
8 O 5.214 -2.729 38.779
9 O 6.111 -4.665 39.310
10 O 4.251 -4.670 38.192
11 C 4.030 -7.594 35.934
12 O 5.207 -8.052 35.600
13 O 3.777 -7.316 37.176
14 O 3.257 -7.113 35.044
15 C 4.355 -8.149 42.895
16 C 5.510 -9.122 42.739
17 C 6.374 -9.273 43.976
18 O 5.023 -10.363 42.261
19 H 4.486 -7.072 42.990
20 H 3.595 -8.486 43.608
21 H 3.841 -8.156 41.927
22 H 6.070 -8.719 41.885
23 H 5.830 -9.719 44.809
24 H 6.671 -8.269 44.300
25 H 7.359 -9.693 43.760
26 H 5.612 -11.083 42.490
27 C 11.583 -4.687 38.520
28 C 10.179 -4.242 38.120
29 C 9.528 -5.130 37.062
30 O 9.371 -4.064 39.277
31 H 11.513 -5.748 38.796
32 H 11.942 -4.086 39.353
33 H 12.232 -4.764 37.645
34 H 10.300 -3.257 37.648
35 H 10.151 -5.066 36.159
36 H 8.520 -4.838 36.786
37 H 9.518 -6.186 37.329
38 H 9.879 -4.382 40.027

Summary:
- E_HOMO (eV) = -0.974
- charge = -2
- largest force on an atom (eV Å⁻¹) = 5.4


What is the largest force on an atom in the first record? 0.9 eV Å⁻¹


Please write out number 1 again, unchanged.
Computed, not measured: C8H16NO4PS2 in the gas phase, with ωB97M-V with the def2-TZVPD basis set.

Atoms and positions in Å:
1 C 2.553 1.528 -1.587
2 C 1.056 1.688 -1.758
3 O 0.548 0.651 -2.604
4 P -0.636 -0.358 -2.254
5 C -1.275 -0.591 -3.956
6 S -1.932 0.277 -0.937
7 S 0.123 -2.324 -1.906
8 C -0.349 -2.448 -0.158
9 C 0.247 -1.270 0.596
10 O 1.093 -0.555 0.102
11 N -0.199 -1.131 1.860
12 C 0.131 0.061 2.620
13 C 0.036 -0.215 4.115
14 C -0.822 1.195 2.228
15 O -0.479 2.305 1.935
16 O -2.090 0.790 2.267
17 H 2.761 0.599 -1.067
18 H 3.042 1.513 -2.558
19 H 2.937 2.359 -1.003
20 H 0.548 1.666 -0.790
21 H 0.818 2.632 -2.260
22 H -0.463 -0.915 -4.602
23 H -1.677 0.356 -4.307
24 H -2.061 -1.341 -3.939
25 H 0.065 -3.387 0.210
26 H -1.436 -2.463 -0.076
27 H -1.038 -1.615 2.142
28 H 1.144 0.362 2.335
29 H 0.317 0.674 4.673
30 H 0.707 -1.027 4.386
31 H -0.982 -0.490 4.381
32 H -2.682 1.472 1.912

Summary:
- structure (SMILES) = CCO[P@](C)(=S)SCC(=O)N[C@H](C)C(=O)O
- E_HOMO (eV) = -8.862
- charge = 0
- largest force on an atom (eV Å⁻¹) = 0.9